This record from the OMol25 dataset describes an isolated molecule of C6H5BrFNO. The level of theory is ωB97M-V/def2-TZVPD.

Geometry as ORCA input:
```
! wB97M-V def2-TZVPD RIJCOSX def2/J DEFGRID3
* xyz 0 1
C 0.7350 -0.7652 -0.9169
C 1.1934 -0.0098 1.3901
C -0.5214 -0.5931 -1.0951
C -1.8625 -0.4544 -1.2800
C 1.7128 0.1020 -0.0310
C -0.9245 0.8525 1.1442
N -0.0724 0.1873 1.7682
O -2.4683 0.1293 -2.2045
F -2.1971 0.7598 1.4413
Br -0.6403 2.4368 -0.0987
H 1.2601 -1.6806 -1.3858
H 1.7455 -0.6111 2.2677
H -2.4144 -0.9937 -0.5601
H 2.6738 -0.5007 -0.0958
H 1.7802 1.1407 -0.3434
*
```

As for the HOMO-LUMO gap (alpha / beta): 0.2987 / 0.2463 hartree. The value obtained for the highest occupied orbital energy (alpha / beta) is -9.10 / -8.30 eV. For the maximum force, the calculation gives 3.1 eV/A. The calculation puts the LUMO energy (alpha / beta) at -0.97 / -1.60 eV.

This record from the OMol25 dataset describes C12H16AsB2F10N5O7Tc as an isolated structure. The level of theory is ωB97M-V/def2-TZVPD.

Geometry as ORCA input:
```
! wB97M-V def2-TZVPD RIJCOSX def2/J DEFGRID3
* xyz 1 3
Tc 0.2079 -0.0101 0.3244
C 4.1844 -0.6338 0.0404
C 2.7294 -0.7913 0.1830
N 1.9951 -0.5185 1.2165
O 2.5050 0.0584 2.2813
B 1.7982 1.2588 2.9075
F 2.0434 2.3287 2.1085
F 2.2412 1.4368 4.1573
O 0.2375 0.7622 3.1723
N -0.5154 0.1410 2.3045
C -1.5949 -0.4627 2.6656
C -2.1747 -0.3948 4.0289
C -2.1446 -1.3206 1.6024
N -1.3558 -1.4069 0.4945
O -1.7380 -2.2391 -0.4017
B -1.3724 -2.0784 -1.9806
F -1.8244 -3.2098 -2.5210
F -1.9606 -0.9282 -2.3909
O 0.1165 -2.0462 -2.0658
N 0.7444 -1.2110 -1.2327
C 1.9985 -1.4269 -1.0053
C 2.7764 -2.3961 -1.8222
C -3.2619 -2.2638 1.8235
H 4.6009 -0.2190 0.9549
H 4.4067 0.0252 -0.7991
H 4.6349 -1.6093 -0.1532
H -1.5830 0.2684 4.6526
H -2.1905 -1.3892 4.4786
H -3.2010 -0.0257 3.9805
H 2.1582 -2.8203 -2.6045
H 3.1604 -3.1963 -1.1848
H 3.6222 -1.8748 -2.2723
H -3.6592 -2.1551 2.8276
H -2.9085 -3.2897 1.6918
H -4.0484 -2.0850 1.0942
O -3.2498 -0.0146 0.5743
C -2.7588 0.8374 -0.2336
C -3.7361 1.7174 -0.9631
C -2.8440 2.5716 -1.8506
C -1.4326 2.1165 -1.5559
O -0.4281 2.5202 -2.0178
N -1.4879 1.0335 -0.5417
H -4.3135 2.2853 -0.2348
H -4.4231 1.0806 -1.5191
H -2.9138 3.6346 -1.6277
H -3.0308 2.4262 -2.9128
F 1.6697 1.1163 -1.1940
As 2.8352 2.0953 -2.4538
F 3.5277 0.5004 -2.6872
F 1.6625 1.6846 -3.6225
F 3.9187 2.8223 -3.5272
F 2.0296 3.5229 -2.0163
F 3.8387 2.2518 -1.0605
O 0.5081 1.5210 0.8877
*
```

As for the HOMO-LUMO gap (alpha / beta): 0.2344 / 0.1996 hartree. Its expectation value of S² is 2.05. The value obtained for the highest occupied orbital energy (alpha / beta) is -13.76 / -13.68 eV. For the maximum force, the calculation gives 6.7 eV/A. The calculation puts the LUMO energy (alpha / beta) at -7.39 / -8.25 eV.

This record from the OMol25 dataset describes C21H21CaNO5S as an isolated structure. The level of theory is ωB97M-V/def2-TZVPD.

Geometry as ORCA input:
```
! wB97M-V def2-TZVPD RIJCOSX def2/J DEFGRID3
* xyz 0 1
Ca 12.5116 7.2246 5.5360
C 15.9722 4.7824 4.3177
C 15.2221 5.6166 5.3217
O 14.5363 6.6110 4.9270
C 15.4333 5.3583 6.7468
C 16.4254 4.5126 7.1630
C 16.7115 4.5005 8.5417
C 15.9589 5.2617 9.3895
C 14.7342 5.7796 9.0200
C 14.3689 5.7039 7.6835
O 13.2161 6.0812 7.2513
H 15.3477 4.5652 3.3812
H 16.2689 3.8399 4.7120
H 16.8391 5.3224 3.9122
H 17.0857 4.0171 6.4841
H 17.5627 3.8434 8.8653
H 16.3360 5.3042 10.4338
H 14.0055 6.2447 9.6969
C 6.3859 5.2402 5.1424
C 7.8305 5.5049 5.3662
C 8.7412 5.0340 4.3762
C 10.0953 5.0511 4.6145
N 10.5836 5.7261 5.6191
C 9.7917 6.0445 6.6320
C 8.4097 6.0326 6.5696
H 6.1076 5.9860 4.3442
H 5.7910 5.3066 6.0717
H 6.2936 4.2451 4.7105
H 8.3781 4.4885 3.5261
H 10.7522 4.4949 4.0208
H 10.3240 6.1311 7.6179
H 7.8119 6.3560 7.3943
C 7.4776 10.1445 9.9442
C 8.5693 9.9582 8.9472
C 8.3338 9.5948 7.6085
C 9.3165 9.6696 6.6606
C 10.5938 10.1056 7.0699
C 10.9111 10.3130 8.4108
C 9.8912 10.1699 9.3564
S 11.8492 10.1489 5.8061
O 11.3365 9.3270 4.6746
O 11.9965 11.5705 5.5217
O 12.9917 9.4252 6.3536
H 6.9448 11.1234 9.8015
H 7.8572 10.1790 10.9282
H 6.6713 9.3328 9.8666
H 7.4152 9.0090 7.3663
H 9.1513 9.4193 5.6080
H 11.9074 10.6341 8.7225
H 10.1386 10.2828 10.3893
*
```

As for the HOMO-LUMO gap: 0.2782 hartree. The value obtained for the highest occupied orbital energy is -7.67 eV. For the maximum force, the calculation gives 3.3 eV/A. The calculation puts the LUMO energy at -0.10 eV.

This record from the OMol25 dataset describes an isolated molecule of C3H7N3O. The level of theory is ωB97M-V/def2-TZVPD.

Geometry as ORCA input:
```
! wB97M-V def2-TZVPD RIJCOSX def2/J DEFGRID3
* xyz 0 1
N 1.6512 -0.1772 1.8244
C 0.8249 0.6299 1.0281
C 0.4168 0.2444 -0.1817
N 0.7945 -0.9797 -0.7918
C -0.7600 0.7290 -0.9339
N -1.8096 0.1978 -0.4797
O -2.9414 0.1109 -1.2048
H 1.4214 -1.1596 1.7474
H 1.6793 0.1161 2.7885
H 0.5933 1.6110 1.4092
H 1.6129 -1.3865 -0.3556
H 0.0350 -1.6483 -0.8401
H -0.6691 1.1985 -1.9192
H -2.8492 0.5138 -2.0907
*
```

As for the HOMO-LUMO gap: 0.3234 hartree. The value obtained for the highest occupied orbital energy is -7.74 eV. For the maximum force, the calculation gives 1.3 eV/A. Its SMILES is N/C=C(N)/C=N/O. The calculation puts the LUMO energy at 1.06 eV.

This record from the OMol25 dataset describes a 2-piece molecular cluster, C2H4N overall. The level of theory is ωB97M-V/def2-TZVPD.

Geometry as ORCA input:
```
! wB97M-V def2-TZVPD RIJCOSX def2/J DEFGRID3
* xyz 1 1
C 2.5108 -0.6164 -0.0013
C -1.8151 0.3563 -0.1018
N 1.4389 -0.3103 0.2185
H 3.5704 -0.6194 -0.1192
H -1.3239 -0.5528 0.0254
H -1.5000 1.3095 -0.3249
H -2.8812 0.4332 0.3032
*
```

As for the HOMO-LUMO gap: 0.2511 hartree. The value obtained for the highest occupied orbital energy is -16.62 eV. For the maximum force, the calculation gives 4.8 eV/A. The calculation puts the LUMO energy at -9.79 eV.

This record from the OMol25 dataset describes C23H18AsNO3PdS6 as an isolated structure. The level of theory is ωB97M-V/def2-TZVPD.

Geometry as ORCA input:
```
! wB97M-V def2-TZVPD RIJCOSX def2/J DEFGRID3
* xyz 0 1
Pd -0.1653 0.5400 2.0022
O 4.2238 0.0758 7.1330
C 3.4486 0.1222 6.2249
S 3.9294 0.0795 4.5107
C 2.3123 0.1830 3.8602
C 1.2777 0.2801 4.7498
S -0.3791 0.3789 4.2710
S 1.6861 0.2943 6.4448
S 2.0696 0.1552 2.1522
C -1.5377 -3.7099 2.1263
O -1.5035 -2.2777 2.0648
C -2.5866 -1.6523 1.6098
S -3.9697 -2.3785 1.1070
S -2.4746 0.0804 1.6899
H -0.5926 -3.9959 2.5796
H -1.6371 -4.1246 1.1239
H -2.3780 -4.0392 2.7332
C 3.7603 2.4582 -2.3076
C 3.2681 2.8815 -1.0815
C 2.1611 2.2543 -0.5255
C 1.5421 1.2087 -1.2028
C 2.0373 0.7838 -2.4300
C 3.1470 1.4086 -2.9794
As -0.0388 0.4136 -0.4272
C -1.4664 1.3647 -1.3056
C -2.7096 0.7699 -1.5023
C -3.7386 1.5035 -2.0734
C -3.5374 2.8307 -2.4295
C -2.3020 3.4273 -2.2210
C -1.2642 2.6947 -1.6609
C -0.1111 -1.3772 -1.1185
C 0.3788 -2.4132 -0.3322
C 0.3887 -3.7089 -0.8301
C -0.0993 -3.9702 -2.1025
C -0.5915 -2.9345 -2.8858
C -0.5948 -1.6371 -2.3972
H 4.6278 2.9418 -2.7379
H 3.7504 3.6917 -0.5497
H 1.7927 2.5706 0.4421
H 1.5709 -0.0392 -2.9574
H 3.5355 1.0721 -3.9323
H -2.8858 -0.2535 -1.1948
H -4.7043 1.0392 -2.2252
H -4.3458 3.4009 -2.8688
H -2.1414 4.4609 -2.4993
H -0.2946 3.1581 -1.5229
H 0.7480 -2.2095 0.6654
H 0.7755 -4.5149 -0.2195
H -0.0984 -4.9830 -2.4843
H -0.9750 -3.1362 -3.8773
H -0.9832 -0.8331 -3.0104
O -1.6573 3.0359 2.3948
N -0.6682 2.6280 2.0074
*
```

As for the HOMO-LUMO gap (alpha / beta): 0.1948 / 0.1946 hartree. The value obtained for the highest occupied orbital energy (alpha / beta) is -7.30 / -7.30 eV. For the maximum force, the calculation gives 1.4 eV/A. The calculation puts the LUMO energy (alpha / beta) at -2.00 / -2.01 eV.